1.
Molecular formula: C9H20Cl2Si
Method: DFT, ωB97M-V with the def2-TZVPD basis set

```
! RIJCOSX wB97M-V def2-TZVPD def2/J DEFGRID3
* xyz 0 1
Cl -3.00824 0.44636 0.14558
Cl -1.47594 -2.29353 0.11374
Si -1.13189 -0.32520 0.17068
C 1.30982 0.04459 -1.41618
C -0.52552 1.38735 2.28852
C -0.37046 -0.10102 2.03529
C 2.09868 -0.57848 -2.57180
C -0.61943 -0.81350 -2.63570
C -0.59688 1.62041 -1.91220
C 1.12269 -0.53162 2.23542
C -1.15894 -0.86360 3.10520
C -0.16020 0.18534 -1.62958
H -0.88780 -1.87255 2.92082
H -0.33306 -1.82678 -2.26882
H -1.71031 -0.99042 -2.84096
H 1.76600 0.30089 2.17498
H 1.48683 -0.55370 -0.52994
H -0.17548 1.81338 3.24882
H -2.23255 -0.61974 3.21618
H 1.56914 1.10367 -1.23459
H -1.56436 1.80627 -1.29718
H -0.75545 -0.69617 4.22023
H -0.86684 1.90401 -2.96375
H -0.10184 -0.50058 -3.51307
H 3.16691 -0.54468 -2.38208
H 2.07407 0.06868 -3.44796
H 0.05354 2.37182 -1.38247
H -1.62417 1.57979 2.30693
H 0.13335 2.01195 1.64083
H 1.26121 -0.64900 3.33410
H 1.51763 -1.37408 1.63232
H 1.73950 -1.50986 -2.76337
*
```

## Properties
lowest unoccupied orbital energy	0.692	eV
frontier orbital gap	0.362	Ha
SMILES string	CCC(C)(C)[Si](Cl)(Cl)C(C)(C)C
E	-42581.195	eV
energy relative to the best compared isomer or geometry (same formula, charge and spin)	48.80	kcal/mol


2.
Molecular formula: C66H55BrN3O4P2SSc
Method: DFT, ωB97M-V with the def2-TZVPD basis set

```
! RIJCOSX wB97M-V def2-TZVPD def2/J DEFGRID3
* xyz 2 1
Br 2.43414 0.28924 0.65132
Sc -0.42176 0.63195 0.26712
S 0.76902 0.66004 -2.45546
P -0.60915 3.18530 -1.03008
P -0.19736 -2.31053 -0.31984
O -4.73427 0.82076 0.78226
O -2.09959 0.73286 1.11235
O -0.45408 0.11914 -1.66648
O 0.29638 2.29000 1.58629
N -0.77769 2.68506 3.50684
N -0.05358 -0.34699 2.37171
N -1.27728 -0.50944 2.94347
C 2.76344 5.21548 -0.05253
C -3.69794 -0.16760 2.73989
C 0.48135 -2.82758 -1.97174
C -4.72723 -3.09631 -0.81005
C -0.68617 3.13152 -5.20807
C 3.22305 -2.46326 -4.51509
C -3.95930 -2.65336 -1.87798
C 1.42856 3.67102 3.16476
C 0.68556 -5.73935 1.84211
C 0.55118 -3.57665 0.76686
C 2.49259 -4.18068 2.08932
C 3.44565 0.13858 3.22503
C -6.03645 0.43634 2.67998
C -2.31926 3.62186 -0.56332
C 3.60899 -1.15301 -4.46143
C -2.75117 -3.18512 0.55954
C -0.32200 1.02551 -6.31178
C 0.00636 -4.83094 1.04043
C -4.67305 3.73202 -1.10358
C -4.96772 4.08504 0.20284
C 1.85074 4.27050 -0.49130
C 0.98652 -0.27244 3.09749
C -0.38231 2.65703 -3.91996
C -5.13272 -0.59250 4.65730
C -0.59747 3.56991 -2.83850
C 2.31107 6.40290 0.51758
C 0.07896 0.52054 -5.06234
C 0.26765 -4.16456 -2.24138
C -0.66206 2.34687 -6.38248
C 3.79253 -3.61068 -5.31517
C -0.97643 4.86423 -3.15188
C 0.28096 2.83171 2.69901
C 0.94950 6.63456 0.63642
C 4.41136 0.73214 5.41319
C -4.79517 0.37083 2.05967
C 0.03250 5.68556 0.18829
C 2.81650 -0.28896 -3.68937
C -2.59010 -2.48138 -1.72962
C 3.61056 -0.13211 4.66726
C 1.72880 -0.72307 -2.96141
C -1.07011 3.19408 -7.56437
C 0.93741 -4.91406 -3.22903
C -3.35713 3.50318 -1.48680
C 4.57962 0.52944 6.77374
C -2.38925 -0.33242 2.02139
C 1.92611 -5.41557 2.37347
C -2.63267 3.95398 0.75682
C -6.20469 -0.03927 3.96815
C 2.14550 -2.91602 -3.72129
C 1.39590 -2.11761 -2.82588
C 2.31426 0.00626 2.53947
C 0.47811 4.49805 -0.37978
C -4.12015 -3.36071 0.40987
C -1.96511 -2.75011 -0.51062
C -1.09250 4.44788 -5.48896
C -3.94364 4.19644 1.13424
C 1.80698 -3.27193 1.29415
C -1.33456 4.60534 -6.97234
C 2.90283 -4.82852 -4.95172
C 3.96859 -0.55312 7.39391
C 3.02218 -1.23235 5.29083
C 1.92696 -4.29450 -3.92951
C 0.08006 1.29622 -3.92354
C -3.89619 -0.65690 4.03471
C 3.20062 -1.43977 6.65003
C -1.21300 5.33318 -4.45754
H -3.08680 -1.14183 4.56765
H 4.90402 1.56573 4.92484
H -4.17066 4.47182 2.15661
H -5.46810 3.63344 -1.83136
H -0.94493 -5.12292 0.61861
H 4.83813 -3.77784 -5.05555
H -2.45646 -1.24079 1.42871
H -3.80387 0.93083 0.52328
H -5.99309 4.26736 0.49773
H -0.31464 0.38055 -7.18094
H -3.14668 3.23708 -2.51514
H 0.24440 -6.70763 2.04178
H -5.79456 -3.23256 -0.92670
H -5.26036 -0.97894 5.65924
H -0.66067 5.35162 -7.39371
H 5.19847 1.20676 7.34734
H 3.47092 -3.92557 2.47816
H -2.30451 -3.36277 1.52937
H -1.13962 5.56204 -2.33809
H 1.12051 4.71889 3.20145
H 2.37726 -5.21966 -5.82276
H -1.02744 5.88978 0.27278
H 4.32486 0.48851 2.69324
H -0.28161 3.20939 -8.31690
H 2.21195 3.34408 -0.92668
H 3.48462 -5.65323 -4.54096
H -2.34854 4.95162 -7.17081
H -0.43593 -4.70214 -1.61404
H 2.75480 -2.30445 7.12421
H 3.03001 0.77667 -3.73060
H 3.02007 7.14673 0.85730
H 2.46531 -1.95647 4.70485
H 3.76990 -3.38498 -6.38151
H 0.59173 7.56165 1.06623
H -1.95361 2.77862 -8.04902
H 0.42740 -0.50288 -5.00693
H -1.38486 -0.28729 3.92296
H -6.86297 0.85997 2.12376
H -0.83606 3.17436 4.38423
H -7.18013 0.01561 4.43438
H 4.45076 -0.76932 -5.02284
H -2.00384 -2.13491 -2.57270
H 2.45409 -6.12883 2.99332
H 2.27353 -2.32687 1.06097
H 0.92441 -0.36020 4.18019
H 0.70429 -5.96247 -3.36478
H -4.71243 -3.69655 1.25159
H -4.42637 -2.44059 -2.83099
H -1.51416 6.36100 -4.61496
H 1.74517 3.36791 4.16464
H -1.84581 4.04445 1.49341
H 3.82564 5.03188 -0.15596
H 2.25071 3.57265 2.46139
H -1.59555 2.20272 3.15621
H 4.10916 -0.71947 8.45368
*
```

## Properties
lowest unoccupied orbital energy	-4.713	eV
frontier orbital gap	0.273	Ha
E	-202143.469	eV


3.
Molecular formula: C6H12
Method: DFT, ωB97M-V with the def2-TZVPD basis set

```
! RIJCOSX wB97M-V def2-TZVPD def2/J DEFGRID3
* xyz 0 1
C -0.59218 -1.07062 -1.15422
C -1.28412 0.13438 1.16863
C -0.70647 1.19864 0.36003
C -1.38920 0.20906 -0.33692
C 0.70198 -1.40837 -0.65202
C 1.65705 0.97567 0.45344
H -0.60173 -0.66108 1.51601
H -0.58705 -0.71513 -2.18792
H 1.66401 1.80462 -0.25493
H 2.64914 0.50337 0.41661
H 1.57617 -1.23742 -1.27440
H 0.80538 -2.21463 0.07009
H -2.12504 0.32819 1.83519
H -1.34971 -1.84532 -1.01797
H -2.29592 0.39426 -0.90523
H -0.65678 2.27601 0.37471
H 1.49015 1.33253 1.46951
H 1.04433 -0.00417 0.11939
*
```

## Properties
lowest unoccupied orbital energy (alpha / beta)	0.254 / 0.605	eV
frontier orbital gap (alpha / beta)	0.274 / 0.294	Ha
E	-6410.453	eV
energy relative to the best compared isomer or geometry (same formula, charge and spin)	149.61	kcal/mol


4.
Molecular formula: C4H21N2O4
Method: DFT, ωB97M-V with the def2-TZVPD basis set

```
! RIJCOSX wB97M-V def2-TZVPD def2/J DEFGRID3
* xyz 0 2
O 1.70434 2.22623 1.97993
O 0.94433 -1.66969 2.68737
O 2.51703 -2.38501 0.52382
O 1.66697 1.56614 -3.82600
N -2.47631 0.19552 -0.88161
N 0.55070 0.36411 0.29393
C -0.66918 1.21142 0.45469
C -1.90859 0.33227 0.45366
C -3.25849 -0.99942 -1.10949
C 0.61135 -0.36883 -0.97879
H -0.60216 1.72043 1.41297
H 0.62416 -0.24149 1.12610
H 3.46396 -2.39586 0.69662
H 1.40964 0.94383 0.42102
H 2.38325 1.58897 -3.17581
H 1.71861 -1.99537 2.19072
H 0.90591 1.43110 -3.24711
H 2.53908 2.72090 2.01331
H 1.05278 2.68276 2.54773
H -2.65282 -1.82280 -1.49131
H -3.93567 -0.78378 -1.94296
H -2.82381 1.03055 -1.31611
H 1.43850 -1.05096 -0.94575
H -2.68784 0.63345 1.17169
H -0.64447 1.87722 -0.39157
H -3.89873 -1.26080 -0.26366
H -0.24805 -1.02581 -1.10805
H 0.58525 0.30636 -1.81568
H 1.33017 -0.92655 3.17813
H 2.06307 -3.23394 0.52774
H -1.70298 -0.67096 0.81446
*
```

## Properties
lowest unoccupied orbital energy (alpha / beta)	0.394 / 0.262	eV
frontier orbital gap (alpha / beta)	0.116 / 0.351	Ha
E	-15655.085	eV
energy relative to the best compared isomer or geometry (same formula, charge and spin)	0.00	kcal/mol


Calculated values (g/mol) of M for the records, taken in order: 227.3 1173.1 84.2 161.2.
Calculated values (hartree/bohr) of maximum force for the records, taken in order: 0.07636 0.02789 0.02208 0.02783.